[1]
The following is a DFT calculation (the ωB97M-V functional and the def2-TZVPD basis) of a structure of composition C40H28N6O7OsS.

Each line ends with the Mulliken charge.
Cartesian coordinates (Å):
Os: 0.604 0.386 -1.466  1.781
C: 0.677 4.791 -1.543  -1.258
C: 0.229 3.462 -1.522  0.097
N: 1.041 2.443 -1.682  0.244
C: 2.382 2.667 -1.882  -0.056
C: 2.905 3.969 -1.937  0.788
C: 2.004 5.039 -1.747  -0.582
C: 4.285 4.151 -2.197  -0.906
C: 5.064 3.058 -2.430  -1.045
C: 4.544 1.744 -2.384  -1.046
C: 3.222 1.517 -2.073  1.038
N: 2.546 0.314 -1.973  0.386
C: 3.036 -0.980 -2.127  0.340
C: 4.336 -1.424 -2.068  -0.929
C: 4.651 -2.783 -2.303  -1.039
C: 3.692 -3.702 -2.604  -0.875
C: 2.333 -3.300 -2.618  0.799
C: 1.261 -4.181 -2.882  -0.562
C: -0.026 -3.728 -2.847  -1.169
C: -0.272 -2.392 -2.501  -0.109
N: 0.701 -1.549 -2.235  0.004
C: 2.013 -1.965 -2.335  0.582
H: -0.031 5.593 -1.389  0.460
H: -0.814 3.225 -1.349  0.562
H: 2.380 6.056 -1.770  0.430
H: 4.698 5.152 -2.219  0.411
H: 6.116 3.189 -2.650  0.387
H: 5.198 0.921 -2.621  0.395
H: 5.131 -0.746 -1.804  0.465
H: 5.689 -3.089 -2.249  0.382
H: 3.948 -4.732 -2.817  0.412
H: 1.476 -5.220 -3.107  0.432
H: -0.862 -4.383 -3.051  0.421
H: -1.278 -2.008 -2.396  0.759
O: 0.697 1.321 0.805  -0.835
C: 0.884 0.176 1.286  0.222
O: 1.039 -0.847 0.566  -0.758
C: 0.944 0.021 2.780  0.163
C: 0.909 -1.247 3.351  -0.271
C: 0.981 -1.390 4.727  -0.619
C: 1.089 -0.251 5.504  0.045
C: 1.117 1.019 4.960  -0.580
C: 1.039 1.149 3.584  -0.299
N: 1.182 -0.391 6.976  1.004
O: 1.458 0.601 7.620  -0.610
O: 0.970 -1.487 7.454  -0.606
H: 0.835 -2.108 2.702  0.507
H: 0.968 -2.361 5.200  0.503
H: 1.204 1.876 5.611  0.493
H: 1.053 2.124 3.116  0.455
C: -2.040 2.531 -5.390  -1.002
N: -2.597 2.241 -4.070  0.166
C: -3.778 2.805 -3.662  -0.097
C: -4.327 2.527 -2.479  -0.987
C: -3.689 1.579 -1.577  0.771
O: -4.172 1.219 -0.533  -0.575
N: -2.401 1.115 -2.006  0.672
C: -1.879 1.390 -3.251  0.426
O: -0.816 0.928 -3.647  -0.622
H: -2.841 2.885 -6.034  0.374
H: -1.607 1.626 -5.805  0.314
H: -1.256 3.285 -5.327  0.281
H: -4.235 3.486 -4.367  0.324
H: -5.267 2.960 -2.176  0.460
C: -2.832 -2.705 5.982  -0.619
C: -4.113 -3.439 5.692  0.538
O: -4.816 -3.904 6.549  -0.549
S: -4.634 -3.739 3.997  -0.188
C: -3.690 -2.691 2.934  0.093
C: -3.616 -1.302 3.092  -0.483
C: -3.010 -0.516 2.138  -0.313
C: -2.503 -1.087 0.941  0.994
C: -2.552 -2.500 0.814  -0.489
C: -3.126 -3.277 1.796  -0.979
C: -2.056 -0.291 -0.095  -0.711
C: -1.533 0.352 -1.093  -1.116
H: -2.219 -3.342 6.618  0.355
H: -3.060 -1.802 6.551  0.268
H: -2.279 -2.440 5.087  0.109
H: -4.064 -0.835 3.961  0.437
H: -2.969 0.558 2.259  0.552
H: -2.109 -2.963 -0.059  0.365
H: -3.156 -4.355 1.690  0.419

## Properties
* multiplicity: 5
* orbital gap (spin up / spin down): 5.50 / 6.88 eV
* ⟨S²⟩: 6.071
* E_LUMO (spin up / spin down): -0.60 / -1.01 eV


[2]
The following is a DFT calculation (the ωB97M-V functional and the def2-TZVPD basis) of a structure of composition C5H9N2O.

Each line ends with the Mulliken charge.
Cartesian coordinates (Å):
C: 1.368 0.355 -1.336  -0.572
C: -1.989 -1.526 0.560  -0.307
C: -1.115 -0.957 -0.408  0.092
C: -0.035 -0.512 1.134  0.131
C: 1.109 1.653 0.549  -0.703
N: 0.870 1.425 -0.699  0.020
N: -1.382 -0.259 0.854  -0.386
O: 0.313 -1.055 -0.037  -0.266
H: 1.129 0.103 -2.303  0.427
H: 2.176 -0.178 -1.012  0.300
H: -3.070 -1.542 0.363  0.278
H: -1.553 -2.510 0.979  0.241
H: -1.228 -0.528 -1.450  0.314
H: 0.676 -0.368 2.018  0.420
H: 2.078 1.567 0.828  0.386
H: 0.501 2.401 1.181  0.314
H: 0.154 1.930 -1.221  0.312

## Properties
* charge: +1
* orbital gap (spin up / spin down): 7.89 / 7.89 eV
* ΔE to the lowest compared entry with this formula, charge and spin: 7.658 eV
* E_LUMO (spin up / spin down): -4.31 / -4.31 eV


[3]
The following is a DFT calculation (the ωB97M-V functional and the def2-TZVPD basis) of a cluster of 2 separate species, C38H41N2O3 in total.

Each line ends with the Mulliken charge.
Cartesian coordinates (Å):
C: -5.358 4.615 3.270  -0.820
O: -5.337 3.163 3.248  -0.414
C: -4.118 2.558 3.275  0.882
C: -4.105 1.142 3.257  -0.608
C: -2.913 0.458 3.176  -0.491
C: -1.673 1.135 2.992  0.726
C: -0.464 0.392 2.805  -0.015
C: 0.800 1.006 2.838  -0.492
C: 2.018 0.426 3.179  -0.307
C: 3.255 1.149 3.292  0.635
C: 4.495 0.450 3.301  -0.571
C: 5.706 1.108 3.263  -0.654
C: 5.753 2.520 3.262  0.875
O: 6.989 3.093 3.240  -0.413
C: 7.047 4.545 3.270  -0.798
C: 4.535 3.251 3.302  -0.419
C: 3.317 2.572 3.346  -0.769
C: -1.689 2.548 3.214  -0.694
C: -2.883 3.256 3.293  -0.682
H: -6.419 4.851 3.263  0.244
H: -4.879 5.004 4.189  0.352
H: -4.859 5.031 2.376  0.355
H: -5.069 0.641 3.261  0.433
H: -2.929 -0.628 3.275  0.369
H: -0.548 -0.704 2.854  0.366
H: 0.804 2.093 2.727  0.177
H: 2.064 -0.646 3.417  0.390
H: 4.489 -0.635 3.293  0.379
H: 6.654 0.585 3.238  0.438
H: 8.113 4.760 3.260  0.244
H: 6.556 4.979 2.380  0.343
H: 6.582 4.943 4.192  0.345
H: 4.557 4.342 3.304  0.379
H: 2.402 3.156 3.412  0.404
H: -0.764 3.104 3.364  0.431
H: -2.874 4.348 3.326  0.367
C: 2.297 1.202 -5.063  -0.979
N: 1.723 0.120 -4.290  0.230
C: 2.459 -0.997 -3.983  0.313
O: 3.598 -1.223 -4.360  -0.697
C: 1.590 -1.873 -3.095  0.543
C: 1.540 -3.313 -3.581  -1.428
C: 0.607 -4.193 -2.793  0.324
C: 0.964 -4.629 -1.510  0.062
C: 0.053 -5.355 -0.738  -0.665
C: -1.209 -5.676 -1.250  -0.434
C: -1.547 -5.280 -2.551  -0.665
C: -0.632 -4.568 -3.327  -0.280
N: 0.316 -1.166 -3.074  0.492
C: -0.559 -1.435 -2.028  -0.595
C: -1.867 -1.033 -2.050  0.201
C: -2.916 -1.420 -1.134  0.629
C: -4.294 -1.249 -1.470  -0.611
C: -5.290 -1.548 -0.545  -0.685
C: -4.930 -2.085 0.708  -0.484
C: -3.584 -2.383 0.998  -1.067
C: -2.592 -2.075 0.069  -0.062
C: 0.429 0.210 -3.635  0.483
C: 0.442 1.247 -2.504  -1.696
C: -0.665 0.572 -4.651  -1.772
H: 3.363 1.010 -5.204  0.389
H: 1.817 1.273 -6.049  0.302
H: 2.167 2.163 -4.549  0.298
H: 2.027 -1.862 -2.078  0.184
H: 1.265 -3.339 -4.641  0.418
H: 2.563 -3.698 -3.505  0.329
H: 1.949 -4.369 -1.115  0.425
H: 0.334 -5.681 0.267  0.385
H: -1.925 -6.237 -0.643  0.429
H: -2.525 -5.540 -2.966  0.385
H: -0.886 -4.259 -4.345  0.331
H: -0.187 -2.211 -1.336  0.137
H: -2.237 -0.589 -2.976  0.089
H: -4.560 -0.872 -2.458  0.397
H: -6.342 -1.342 -0.767  0.398
H: -5.708 -2.270 1.468  0.410
H: -3.307 -2.818 1.955  0.571
H: -1.548 -2.311 0.259  0.457
H: 1.206 0.965 -1.762  0.397
H: 0.672 2.235 -2.921  0.486
H: -0.546 1.268 -2.028  0.377
H: -0.727 -0.190 -5.441  0.375
H: -1.632 0.668 -4.151  0.435
H: -0.421 1.542 -5.111  0.449

## Properties
* charge: +1
* orbital gap: 4.02 eV
* ΔE to the lowest compared entry with this formula, charge and spin: 0.033 eV
* E_LUMO: -5.18 eV


| no. | electronic energy (eV) |
| --- | --- |
| 1 | -78507.1654 |
| 2 | -10344.9628 |
| 3 | -49186.2937 |